No. 1
This record from the OMol25 dataset describes C21H26N4O4 in the gas phase. The level of theory is the ωB97M-V functional and the def2-TZVPD basis.

Positions of all 55 atoms, in Å:
C 7.496 1.652 -2.091
H 8.446 2.158 -1.887
O 6.452 2.217 -1.332
C 6.665 2.121 0.060
H 7.648 2.531 0.329
C 6.618 0.684 0.596
O 7.587 0.188 1.144
N 5.464 0.011 0.426
C 4.252 0.577 -0.139
H 4.515 1.258 -0.950
C 3.360 -0.538 -0.672
H 2.492 -0.092 -1.161
H 3.907 -1.119 -1.416
C 2.889 -1.462 0.465
C 3.965 -1.547 1.558
H 3.753 -0.774 2.299
C 5.353 -1.329 0.975
H 5.558 -2.073 0.196
H 6.123 -1.428 1.745
H 3.920 -2.512 2.060
O 1.725 -0.955 1.100
C 0.509 -1.088 0.513
C 0.257 -1.697 -0.713
C -1.039 -1.778 -1.186
C -2.109 -1.273 -0.456
C -1.850 -0.645 0.761
C -0.561 -0.552 1.236
H -0.348 -0.064 2.174
H -2.650 -0.195 1.331
C -3.472 -1.393 -1.042
O -3.672 -1.408 -2.242
N -4.476 -1.514 -0.138
H -4.269 -1.512 0.847
C -5.863 -1.581 -0.534
C -6.607 -0.326 -0.168
N -7.740 -0.462 0.515
C -8.396 0.638 0.840
C -7.929 1.908 0.500
N -6.789 2.039 -0.172
C -6.136 0.940 -0.506
H -5.216 1.073 -1.060
C -8.665 3.154 0.865
H -8.104 4.019 0.525
H -9.650 3.159 0.400
H -8.802 3.212 1.943
H -9.316 0.499 1.391
H -6.358 -2.437 -0.067
H -5.862 -1.707 -1.622
H -1.240 -2.240 -2.140
H 1.056 -2.107 -1.310
H 2.682 -2.464 0.067
H 3.704 1.140 0.628
H 5.883 2.722 0.531
H 7.615 0.584 -1.878
H 7.225 1.790 -3.136

Output
energy	-36349.710	eV
orbital gap	9.46	eV
HOMO	-8.9	eV
LUMO	0.601	eV
energy above the lowest of the compared OMol25 structures with the same formula, charge and spin	258.6	kJ/mol
SMILES string	COCC(=O)N1CCC(Oc2ccc(C(=O)NCc3cnc(C)cn3)cc2)CC1

No. 2
This record from the OMol25 dataset describes C21H26N4O5S in the gas phase. The level of theory is the ωB97M-V functional and the def2-TZVPD basis.

Positions of all 57 atoms, in Å:
C -6.345 -2.138 2.036
H -5.725 -2.509 2.848
H -7.387 -2.230 2.332
H -6.167 -2.739 1.149
C -5.982 -0.683 1.742
N -6.546 -0.125 0.536
S -5.763 -0.546 -0.874
O -6.463 0.079 -1.958
O -5.507 -1.958 -0.962
C -4.195 0.295 -0.643
C -4.204 1.669 -0.487
C -3.005 2.335 -0.313
C -1.804 1.629 -0.317
C -1.812 0.245 -0.469
C -3.015 -0.422 -0.630
H -3.060 -1.494 -0.746
H -0.891 -0.320 -0.434
C -0.540 2.401 -0.103
O -0.489 3.388 0.607
N 0.527 1.945 -0.794
H 0.496 1.062 -1.286
C 1.855 2.452 -0.573
C 2.833 1.274 -0.609
O 2.486 0.167 -0.944
N 4.096 1.626 -0.250
N 5.110 0.742 -0.253
C 6.263 1.133 0.107
C 7.419 0.270 0.136
C 8.638 0.792 0.572
C 9.777 0.016 0.621
C 9.711 -1.310 0.227
C 8.518 -1.855 -0.212
C 7.358 -1.085 -0.266
O 6.164 -1.538 -0.681
C 6.030 -2.874 -1.100
H 4.983 -2.981 -1.379
H 6.264 -3.577 -0.293
H 6.662 -3.092 -1.967
H 8.496 -2.891 -0.514
H 10.595 -1.930 0.259
H 10.710 0.438 0.962
H 8.680 1.828 0.878
H 6.437 2.174 0.421
H 4.280 2.594 0.036
H 2.133 3.170 -1.356
H 1.873 2.967 0.393
H -2.975 3.404 -0.173
H -5.147 2.191 -0.504
C -7.965 0.150 0.437
C -8.810 -1.028 -0.039
H -8.413 -1.391 -0.983
H -8.805 -1.843 0.678
H -9.837 -0.702 -0.190
H -8.063 0.963 -0.288
H -8.303 0.506 1.414
H -4.897 -0.602 1.624
H -6.279 -0.041 2.579

Output
energy	-49231.117	eV
orbital gap	8.74	eV
HOMO	-8.4	eV
LUMO	0.316	eV
energy above the lowest of the compared OMol25 structures with the same formula, charge and spin	346.3	kJ/mol
SMILES string	CCN(CC)S(=O)(=O)c1ccc(C(=O)NCC(=O)N/N=C/c2ccccc2OC)cc1

No. 3
This record from the OMol25 dataset describes a molecular structure, C21H26N5O3RhS2. The level of theory is the ωB97M-V functional and the def2-TZVPD basis.

Positions of all 58 atoms, in Å:
Rh 0.698 -0.636 -0.396
O -3.519 -1.122 -2.415
C -2.955 -1.117 -3.646
C -3.788 -1.156 -4.748
C -3.271 -1.165 -6.038
C -1.893 -1.116 -6.224
C -1.042 -1.065 -5.141
C -1.535 -1.071 -3.812
C -0.699 -1.021 -2.673
O -1.120 -1.016 -1.429
N 1.466 0.157 -2.933
N 1.120 0.929 -1.914
C 1.789 2.024 -1.755
S 3.123 2.502 -2.793
C 3.323 4.127 -1.992
C 2.986 3.969 -0.525
S 1.391 3.095 -0.439
H -2.788 -1.102 -1.761
H -4.856 -1.182 -4.568
H -3.938 -1.207 -6.889
H -1.476 -1.117 -7.223
H 0.025 -1.002 -5.309
H 2.645 4.829 -2.474
H 4.354 4.442 -2.145
H 2.868 4.931 -0.030
H 3.729 3.369 -0.001
C 0.989 -0.032 2.467
N 1.956 -1.107 2.658
C 1.971 -1.805 3.933
C 2.724 -1.381 1.561
O 2.673 -0.589 0.593
N 3.511 -2.488 1.459
C 3.984 -2.843 0.122
C 3.990 -3.375 2.505
H 0.294 -0.010 3.301
H 0.399 -0.225 1.542
H 1.463 0.943 2.353
H 1.168 -1.409 4.547
H 2.903 -1.637 4.475
H 1.802 -2.875 3.820
H 3.352 -2.394 -0.638
H 3.943 -3.928 0.015
H 5.011 -2.507 -0.044
H 4.040 -2.878 3.466
H 5.003 -3.681 2.245
H 3.375 -4.276 2.589
N 0.754 -1.013 -2.864
C 1.395 -2.154 -3.387
C 0.824 -3.406 -3.151
C 1.462 -4.552 -3.592
C 2.666 -4.471 -4.279
C 3.223 -3.225 -4.528
C 2.602 -2.069 -4.085
H -0.121 -3.466 -2.625
H 1.014 -5.518 -3.396
H 3.162 -5.372 -4.617
H 4.152 -3.148 -5.080
H 3.038 -1.099 -4.273

Output
energy	-60465.973	eV
orbital gap (spin up / spin down)	5.24 / 6.62	eV
HOMO (spin up / spin down)	-5.0 / -7.4	eV
LUMO (spin up / spin down)	0.233 / -0.735	eV
spin multiplicity	5
expectation value of S²	6.060

No. 4
This record from the OMol25 dataset describes a molecular structure, C21H27BErN2OP2. The level of theory is the ωB97M-V functional and the def2-TZVPD basis.

Positions of all 55 atoms, in Å:
C -1.358 3.379 -1.882
C -1.206 2.045 -1.504
C 0.110 1.523 -1.451
C 1.206 2.287 -1.836
C 1.039 3.633 -2.159
C -0.248 4.174 -2.191
C 2.582 1.661 -1.686
C 2.553 0.150 -1.878
C 1.392 -0.523 -1.512
C 1.320 -1.947 -1.591
C 2.484 -2.636 -1.927
C 3.668 -1.956 -2.221
C 3.708 -0.562 -2.194
H -2.367 3.797 -1.925
H 1.923 4.237 -2.383
H -0.393 5.220 -2.464
H 3.255 2.095 -2.435
H 2.455 -3.730 -1.956
H 4.562 -2.520 -2.483
H 4.628 -0.010 -2.407
N 0.351 0.243 -0.911
Er 0.151 -0.323 1.041
C -2.401 1.183 -1.145
H -2.456 0.289 -1.790
H -3.336 1.753 -1.252
C 0.030 -2.696 -1.273
H -0.855 -2.175 -1.678
H 0.062 -3.716 -1.683
P -2.341 0.566 0.608
P -0.268 -2.914 0.574
C 0.989 -4.165 0.985
H 1.095 -4.176 2.080
H 0.666 -5.156 0.638
H 1.960 -3.909 0.542
C -1.809 -3.870 0.632
H -1.699 -4.815 0.081
H -2.028 -4.084 1.686
H -2.638 -3.284 0.214
C -2.543 2.158 1.491
H -3.614 2.366 1.612
H -2.059 2.081 2.473
H -2.067 2.970 0.929
C -3.980 -0.189 0.811
H -4.144 -0.377 1.880
H -4.754 0.492 0.432
H -4.021 -1.145 0.273
C 3.030 1.940 -0.326
O 2.565 1.480 0.706
H 3.841 2.636 -0.592
B 0.198 1.177 5.677
C 0.073 0.932 4.182
N -0.007 0.717 3.026
H 1.247 0.679 6.051
H -0.747 0.638 6.229
H 0.198 2.376 5.885

Output
energy	-74113.496	eV
orbital gap (spin up / spin down)	7.15 / 7.26	eV
HOMO (spin up / spin down)	-11.0 / -11.0	eV
LUMO (spin up / spin down)	-3.805 / -3.694	eV
spin multiplicity	4
energy above the lowest of the compared OMol25 structures with the same formula, charge and spin	0.0	kJ/mol
total charge	+1
expectation value of S²	3.753

No. 5
This record from the OMol25 dataset describes 4 unconnected molecules or ions with the total composition C21H27BrF9N2O9P. The level of theory is the ωB97M-V functional and the def2-TZVPD basis.

Positions of all 70 atoms, in Å:
C 3.234 -0.881 3.460
C 2.537 -2.334 3.157
Br 0.779 -2.330 4.191
C 2.125 -2.590 1.597
C 3.140 -1.944 0.484
C 2.531 -1.131 -0.610
P 0.873 -0.135 -0.434
N 0.853 0.387 1.275
O 1.096 1.269 -1.447
C 3.282 -0.996 -2.097
O 2.548 -0.741 -3.206
C 4.921 -1.144 -2.104
N 5.619 -0.925 -3.443
C 5.617 -1.460 -0.814
C 4.792 -2.120 0.481
O 5.447 -2.789 1.454
H 4.094 -0.578 2.723
H 3.751 -0.980 4.531
H 2.445 0.005 3.596
H 3.150 -3.249 3.618
H 2.170 -3.778 1.432
H 0.999 -2.297 1.474
H 1.863 0.594 1.518
H 0.401 1.346 1.263
H 1.986 1.675 -1.223
H 6.078 -1.842 -3.663
H 6.309 -0.152 -3.336
H 6.784 -1.234 -0.707
C -4.975 -1.510 2.848
C -4.960 -2.122 1.459
O -4.615 -1.133 0.478
C -3.276 -0.886 0.315
O -2.393 -1.453 0.954
C -3.048 0.144 -0.790
F -3.904 1.204 -0.709
F -3.223 -0.391 -2.033
F -1.792 0.672 -0.777
H -5.636 -0.639 2.878
H -5.315 -2.239 3.589
H -3.978 -1.163 3.137
H -5.963 -2.483 1.208
H -4.285 -2.984 1.404
C 6.530 4.540 -3.531
C 7.837 4.178 -2.850
O 7.639 4.007 -1.439
C 7.165 2.784 -1.040
O 6.909 1.864 -1.813
C 7.050 2.721 0.482
F 6.492 3.846 1.017
F 8.267 2.580 1.083
F 6.288 1.678 0.917
H 6.082 5.421 -3.059
H 6.691 4.750 -4.592
H 5.802 3.728 -3.444
H 8.553 4.997 -2.974
H 8.291 3.285 -3.295
C -9.331 0.462 -2.111
C -10.348 -0.282 -1.266
O -9.692 -1.036 -0.235
C -9.351 -0.341 0.897
O -9.573 0.857 1.057
C -8.709 -1.270 1.926
F -7.790 -2.114 1.375
F -9.630 -2.063 2.545
F -8.058 -0.598 2.918
H -8.582 -0.230 -2.509
H -9.820 0.972 -2.945
H -8.792 1.206 -1.517
H -10.888 -1.001 -1.890
H -11.095 0.399 -0.840

Output
energy	-147404.303	eV
orbital gap	6.56	eV
HOMO	-8.4	eV
LUMO	-1.811	eV
SMILES string	C[C@@H](Br)CC1=C(P(N)O)C(=O)C(N)=CC1=O.CCOC(=O)C(F)(F)F.CCOC(=O)C(F)(F)F.CCOC(=O)C(F)(F)F

No. 6
This record from the OMol25 dataset describes a molecular structure, C21H27Cl3MoNO4PS2Se. The level of theory is the ωB97M-V functional and the def2-TZVPD basis.

Positions of all 61 atoms, in Å:
Mo -0.092 -0.337 0.089
C -0.199 1.322 -2.550
N -0.982 0.279 -1.848
C -2.347 0.812 -1.605
C -1.112 -0.886 -2.780
C -1.216 -2.175 -2.016
C -1.717 -3.340 -2.578
C -1.716 -4.511 -1.836
C -1.214 -4.522 -0.542
C -0.731 -3.352 0.020
C -0.723 -2.164 -0.711
H -0.620 1.502 -3.543
H 0.839 1.010 -2.661
H -0.230 2.256 -1.994
H -2.767 1.185 -2.544
H -2.314 1.637 -0.895
H -2.984 0.027 -1.200
H -0.221 -0.927 -3.411
H -1.977 -0.739 -3.433
H -2.116 -3.334 -3.584
H -2.109 -5.421 -2.268
H -1.215 -5.435 0.036
H -0.357 -3.354 1.038
C 1.484 4.072 5.321
C 1.118 4.086 3.851
O 1.913 3.114 3.146
P 1.347 1.702 2.641
S -1.644 -0.259 1.550
S 1.186 2.109 0.437
O 2.752 0.944 2.540
C 3.377 0.673 3.832
C 4.520 -0.299 3.668
H 0.931 4.848 5.849
H 2.551 4.253 5.442
H 1.238 3.104 5.757
H 1.345 5.050 3.397
H 0.056 3.870 3.717
H 2.620 0.267 4.512
H 3.735 1.626 4.226
H 4.157 -1.284 3.402
H 5.060 -0.372 4.610
H 5.205 0.045 2.894
Cl 4.413 -2.921 -1.061
C 3.315 -1.611 -0.717
Cl 4.175 -0.071 -0.493
Cl 2.176 -1.387 -2.068
C 2.504 -1.878 0.600
O 2.867 -2.705 1.378
O 1.492 -1.067 0.727
Se -0.736 3.164 0.892
C -0.992 4.249 -0.692
C -2.307 4.587 -0.993
C -2.567 5.381 -2.098
C -1.525 5.817 -2.904
C -0.219 5.464 -2.601
C 0.058 4.683 -1.488
H -3.113 4.233 -0.361
H -3.586 5.656 -2.331
H -1.733 6.434 -3.767
H 0.592 5.811 -3.227
H 1.078 4.411 -1.250

Output
energy	-167619.429	eV
orbital gap (spin up / spin down)	6.54 / 7.03	eV
HOMO (spin up / spin down)	-11.2 / -11.2	eV
LUMO (spin up / spin down)	-4.611 / -4.147	eV
spin multiplicity	2
energy above the lowest of the compared OMol25 structures with the same formula, charge and spin	67.9	kJ/mol
total charge	+1
expectation value of S²	0.792

No. 7
This record from the OMol25 dataset describes a molecular structure, C21H27ClF6N3OOsP. The level of theory is the ωB97M-V functional and the def2-TZVPD basis.

Positions of all 61 atoms, in Å:
Os -2.707 2.841 2.528
C -0.974 4.222 2.077
C -2.031 4.339 1.100
C -3.184 4.823 1.769
C -2.824 4.998 3.150
C -1.474 4.613 3.335
H 0.031 3.878 1.885
H -1.950 4.123 0.045
H -4.148 5.022 1.324
H -3.501 5.286 3.945
H -0.928 4.603 4.267
F -4.250 1.577 1.961
P -4.820 1.253 3.684
F -5.033 1.267 5.192
F -4.395 2.997 3.699
F -3.105 1.194 3.889
F -6.226 1.637 3.224
F -4.854 -0.244 3.379
C 0.788 -1.066 -3.799
C 0.203 -0.555 -2.474
C -1.093 0.199 -2.801
C 1.217 0.435 -1.887
C -0.127 -1.771 -1.550
O -1.004 -2.656 -2.249
C 1.059 -2.664 -1.111
C 2.174 -2.134 -0.172
C 3.537 -2.587 -0.582
C 3.770 -3.966 -0.854
C 5.005 -4.414 -1.200
C 6.075 -3.478 -1.297
Cl 7.592 -4.005 -1.722
C 5.862 -2.094 -1.031
C 4.616 -1.672 -0.680
C -1.107 -1.478 -0.376
N -0.974 -0.275 0.463
C -1.893 0.650 0.624
N -1.488 1.486 1.598
C -0.269 0.984 1.991
N 0.055 -0.082 1.324
H 1.039 -0.214 -4.431
H 0.078 -1.672 -4.361
H 1.709 -1.635 -3.657
H -0.908 0.910 -3.606
H -1.459 0.783 -1.950
H -1.880 -0.478 -3.130
H 1.257 1.313 -2.533
H 2.226 0.021 -1.866
H 0.966 0.781 -0.882
H -0.525 -3.137 -2.933
H 1.513 -3.033 -2.033
H 0.591 -3.534 -0.649
H 2.014 -2.547 0.832
H 2.156 -1.056 -0.052
H 2.951 -4.669 -0.769
H 5.201 -5.459 -1.399
H 6.697 -1.411 -1.112
H 4.441 -0.624 -0.471
H -1.110 -2.329 0.304
H -2.097 -1.405 -0.820
H -2.818 0.703 0.073
H 0.338 1.407 2.775

Output
energy	-69291.935	eV
orbital gap (spin up / spin down)	6.49 / 6.55	eV
HOMO (spin up / spin down)	-17.4 / -17.7	eV
LUMO (spin up / spin down)	-10.896 / -11.179	eV
spin multiplicity	2
total charge	+3
expectation value of S²	0.767

No. 8
This record from the OMol25 dataset describes C21H27ClN2O5 in the gas phase. The level of theory is the ωB97M-V functional and the def2-TZVPD basis.

Positions of all 56 atoms, in Å:
C -6.983 4.373 -2.150
O -6.218 3.575 -3.052
C -4.944 3.329 -2.623
C -3.895 4.116 -3.103
C -4.171 5.236 -4.066
C -2.605 3.824 -2.690
C -2.339 2.773 -1.819
C -0.902 2.532 -1.464
O -0.003 3.058 -2.102
N -0.632 1.719 -0.416
C 0.747 1.423 -0.065
C 1.344 0.295 -0.902
C 2.846 0.209 -0.727
O 3.426 1.306 -1.404
C 4.792 1.487 -1.125
C 5.362 2.452 -2.148
N 5.487 1.869 -3.468
C 4.538 1.876 -4.451
O 4.565 1.085 -5.375
C 3.515 2.908 -4.355
C 2.621 3.707 -4.298
C 1.502 4.635 -4.238
C 1.768 6.028 -4.831
C 0.362 6.485 -5.267
O -0.514 5.367 -5.104
C 0.290 4.197 -5.058
C -3.383 1.981 -1.364
C -4.677 2.264 -1.767
Cl -5.977 1.254 -1.222
H -7.959 4.507 -2.607
H -7.097 3.873 -1.186
H -6.511 5.348 -2.001
H -3.235 5.636 -4.453
H -4.778 4.883 -4.900
H -4.725 6.045 -3.586
H -1.779 4.420 -3.059
H -1.380 1.346 0.139
H 1.332 2.329 -0.220
H 0.780 1.169 0.996
H 0.887 -0.660 -0.631
H 1.133 0.482 -1.957
H 3.114 0.241 0.340
H 3.236 -0.730 -1.138
H 4.929 1.889 -0.112
H 5.327 0.527 -1.178
H 4.712 3.324 -2.214
H 6.345 2.791 -1.818
H 6.130 1.097 -3.574
H 1.178 4.719 -3.201
H 2.223 6.703 -4.108
H 2.436 5.948 -5.688
H -0.027 7.298 -4.654
H 0.357 6.808 -6.312
H 0.597 3.888 -6.065
H -0.276 3.402 -4.581
H -3.225 1.119 -0.729

Output
energy	-47953.879	eV
orbital gap	9.78	eV
HOMO	-9.2	eV
LUMO	0.616	eV
energy above the lowest of the compared OMol25 structures with the same formula, charge and spin	190.5	kJ/mol
SMILES string	COc1c(C)cc(C(=O)NCCCOCCNC(=O)C#C[C@H]2CCOC2)cc1Cl